[1]
# C36H33AsCuN3O3Te

C36H33AsCuN3O3Te as an isolated structure (wB97M-V/def2-TZVPD, the Open Molecules 2025 dataset).

Output
Charge = +1
Lowest unoccupied orbital energy (alpha / beta) = -3.1 / -4.6 eV
<S²> = 0.80
HOMO-LUMO gap (alpha / beta) = 7.01 / 5.62 eV
Multiplicity = 2
Strongest force on any atom = 0.4 eV/A
Relative energy (zero: lowest compared OMol25 entry of this formula, charge and spin) = 0.000 eV

XYZ file:
```
78
Properties=species:S:1:pos:R:3:forces:R:3
Cu 0.1386 0.7089 -1.1427 0.1 -0.1 0.1
C 3.2080 -6.6296 -0.5015 0.0 0.0 0.0
O 4.5329 -6.1334 -0.3726 0.0 0.0 0.0
C 4.7432 -5.0869 0.4431 0.0 0.1 0.0
C 3.7409 -4.4505 1.1820 0.0 -0.1 0.0
C 4.0605 -3.3605 1.9715 0.0 0.0 0.0
C 5.3728 -2.9000 2.0368 -0.1 -0.1 0.0
C 6.3797 -3.5862 1.3553 0.0 0.0 0.0
C 6.0675 -4.6513 0.5450 0.0 0.0 0.0
N 5.8108 -1.7868 2.7942 0.1 0.1 0.0
N 5.0755 -0.8338 3.0633 -0.2 0.0 0.0
C 3.8616 -0.4866 2.5067 0.2 0.0 0.0
C 2.8416 -0.0800 3.3865 -0.1 0.0 0.0
C 1.6065 0.2794 2.9318 0.0 0.0 0.1
C 1.3115 0.3076 1.5260 0.1 -0.1 0.1
O 0.1958 0.5972 1.0796 -0.3 0.2 -0.1
C 2.4127 -0.0180 0.6047 0.1 0.0 -0.1
N 2.1167 0.0618 -0.7016 0.0 0.0 -0.2
C 3.0756 -0.1730 -1.5814 0.0 0.0 0.0
C 4.3877 -0.4719 -1.2048 0.0 0.0 -0.1
C 4.6957 -0.5648 0.1276 0.1 0.0 0.1
C 3.6824 -0.3646 1.0781 -0.1 0.0 0.0
H 3.2658 -7.4532 -1.2058 0.0 0.0 0.0
H 2.5374 -5.8601 -0.8909 0.0 0.0 0.0
H 2.8340 -6.9970 0.4569 0.0 0.0 0.0
H 2.7199 -4.8004 1.1488 0.0 0.0 0.0
H 3.2800 -2.8884 2.5545 0.0 0.0 0.0
H 7.4027 -3.2499 1.4634 0.0 0.0 0.0
H 6.8288 -5.1810 -0.0110 0.0 0.0 0.0
H 3.0593 -0.0979 4.4466 0.0 0.0 0.0
H 0.8103 0.5528 3.6109 0.0 0.0 0.0
H 2.7994 -0.1052 -2.6261 0.0 0.0 0.0
H 5.1421 -0.6227 -1.9637 0.0 0.0 0.0
H 5.7077 -0.7805 0.4406 0.0 0.0 0.0
O -1.3016 -0.5515 -1.8045 0.1 0.0 -0.1
As -2.2991 -1.4725 -0.8481 0.0 0.1 0.0
C -3.0901 -0.4130 0.5316 0.0 0.0 0.1
C -3.6371 -0.9977 1.6689 0.0 0.0 0.0
C -4.2170 -0.1938 2.6398 0.0 0.0 0.0
C -4.2411 1.1838 2.4746 0.0 0.0 0.0
C -3.6828 1.7649 1.3442 0.0 0.0 0.0
C -3.1049 0.9661 0.3699 0.0 0.0 0.0
C -1.4086 -2.9133 0.0441 0.0 -0.1 0.0
C -1.5064 -4.2120 -0.4440 0.1 0.0 0.0
C -0.8675 -5.2453 0.2289 0.0 0.0 0.0
C -0.1468 -4.9791 1.3846 0.0 0.0 0.0
C -0.0497 -3.6802 1.8682 0.0 0.0 0.0
C -0.6792 -2.6430 1.1979 0.0 0.0 0.0
C -3.6614 -2.2244 -1.9567 0.0 0.0 0.0
C -3.4274 -2.2765 -3.3257 0.0 0.0 0.0
C -4.3889 -2.8314 -4.1586 0.0 0.0 0.0
C -5.5696 -3.3257 -3.6230 0.0 0.0 0.0
C -5.8000 -3.2657 -2.2543 0.0 0.0 0.0
C -4.8450 -2.7132 -1.4147 0.0 0.0 0.0
H -3.6008 -2.0726 1.8056 0.0 0.0 0.0
H -4.6461 -0.6424 3.5259 0.0 0.0 0.0
H -4.6940 1.8081 3.2336 0.0 0.0 0.0
H -3.6978 2.8406 1.2241 0.0 0.0 0.0
H -2.6427 1.4008 -0.5076 0.0 0.0 0.0
H -2.0879 -4.4201 -1.3338 0.0 0.0 0.0
H -0.9504 -6.2589 -0.1406 0.0 0.0 0.0
H 0.3242 -5.7919 1.9233 0.0 0.0 0.0
H 0.4927 -3.4784 2.7838 0.0 0.0 0.0
H -0.6324 -1.6316 1.5838 0.0 0.0 0.0
H -2.5058 -1.8730 -3.7265 0.0 0.0 0.0
H -4.2165 -2.8741 -5.2258 0.0 0.0 0.0
H -6.3182 -3.7556 -4.2751 0.0 0.0 0.0
H -6.7252 -3.6442 -1.8410 0.0 0.0 0.0
H -5.0314 -2.6565 -0.3486 0.0 0.0 0.0
C -0.6089 4.1507 -0.5285 0.0 0.0 0.0
Te -0.1121 2.9685 -2.2262 0.0 0.1 0.0
C -2.1056 2.8170 -2.9621 0.0 0.0 -0.1
H -1.3499 3.6312 0.0735 0.0 0.0 0.0
H -0.9815 5.1180 -0.8529 0.0 0.0 0.0
H 0.3004 4.2850 0.0525 0.0 0.0 0.0
H -2.3092 3.6256 -3.6571 0.0 0.0 0.0
H -2.8016 2.8554 -2.1280 0.0 0.0 0.0
H -2.1927 1.8534 -3.4577 0.0 0.0 0.0
```
Forces are in eV/Å.

[2]
# C36H33BCl5N8O2Pt

C36H33BCl5N8O2Pt as an isolated structure (wB97M-V/def2-TZVPD, the Open Molecules 2025 dataset).

Output
Charge = +1
Lowest unoccupied orbital energy = -4.5 eV
HOMO-LUMO gap = 6.55 eV
Multiplicity = 1
Strongest force on any atom = 1.0 eV/A
Relative energy (zero: lowest compared OMol25 entry of this formula, charge and spin) = 0.000 eV

XYZ file:
```
86
Properties=species:S:1:pos:R:3:forces:R:3
Pt 1.0376 -0.8015 -0.3291 0.1 -0.2 -1.0
C -1.0179 -1.9156 2.2625 0.0 0.0 0.0
C 0.1783 -1.0804 2.5496 0.0 0.1 -0.1
C 0.6360 -0.6205 3.7765 0.0 0.0 0.0
C 1.7953 0.1007 3.5313 0.0 0.1 0.0
C 2.6892 0.8214 4.4786 0.0 0.0 0.0
N 2.0281 0.0731 2.2149 0.1 0.0 -0.1
N 1.0561 -0.6498 1.6323 0.0 0.0 0.0
B 3.1099 0.7173 1.2989 -0.3 -0.3 0.2
N 2.3932 1.6807 0.3354 0.4 -0.1 -0.3
N 1.6701 1.1854 -0.7053 -0.4 0.1 0.3
C 1.1914 2.2134 -1.4090 0.0 -0.1 -0.1
C 0.3689 2.0111 -2.6339 -0.1 0.0 0.0
C 1.6412 3.3962 -0.8292 0.0 0.0 0.0
C 2.3914 3.0212 0.2734 0.0 -0.1 0.1
C 3.0779 3.8694 1.2852 0.0 0.0 0.0
N 3.7543 -0.4644 0.5025 -0.1 0.4 -0.3
N 3.0455 -1.1257 -0.4635 0.2 0.0 0.6
C 3.8974 -1.8750 -1.1775 -0.1 0.1 0.1
C 3.5486 -2.7027 -2.3613 -0.1 -0.1 -0.1
C 5.1744 -1.6870 -0.6590 0.1 0.0 0.1
C 5.0502 -0.7923 0.3873 0.0 0.0 0.0
C 6.0990 -0.2325 1.2833 0.1 0.0 0.0
H -1.7435 -1.7915 3.0638 0.0 0.0 0.0
H -1.4894 -1.6380 1.3215 0.0 0.0 0.0
H -0.7479 -2.9717 2.2123 0.0 0.0 0.0
H 0.1715 -0.7895 4.7323 0.0 0.0 0.0
H 2.3337 0.6768 5.4960 0.0 0.0 0.0
H 3.7131 0.4543 4.4151 0.0 0.0 0.0
H 2.7013 1.8906 4.2679 0.0 0.0 0.0
H 3.9283 1.2888 1.9406 0.0 0.0 0.1
H 0.1444 0.9565 -2.7930 0.0 0.0 0.0
H -0.5762 2.5527 -2.5673 0.0 0.0 0.0
H 0.9019 2.3787 -3.5111 0.0 0.0 0.0
H 1.4484 4.4003 -1.1645 0.0 0.0 0.0
H 2.9447 4.9194 1.0356 0.0 0.0 0.0
H 2.6579 3.6984 2.2767 0.0 0.0 0.0
H 4.1462 3.6584 1.3280 0.0 0.0 0.0
H 2.5098 -2.6051 -2.6522 0.3 0.0 0.0
H 4.1579 -2.3860 -3.2078 0.0 0.0 0.0
H 3.7612 -3.7554 -2.1729 0.0 0.0 0.0
H 6.0816 -2.1466 -1.0111 0.0 0.0 0.0
H 7.0481 -0.7252 1.0859 0.0 0.0 0.0
H 6.2282 0.8376 1.1221 0.0 0.0 0.0
H 5.8407 -0.3854 2.3306 0.0 0.0 0.0
Cl 0.3057 -2.0937 -2.5009 -0.4 0.4 -0.1
C 0.4297 -3.3369 -1.2847 0.2 -0.1 0.1
C 0.9690 -2.8355 -0.1225 -0.8 0.0 0.1
C 1.4091 -3.7470 0.8283 -0.1 0.0 -0.1
Cl 2.2834 -3.2748 2.2333 0.2 0.0 0.0
C 1.1709 -5.1148 0.6210 0.1 -0.1 0.0
Cl 1.6898 -6.2570 1.7906 0.0 0.0 0.0
C 0.5311 -5.5748 -0.5330 0.0 0.0 -0.1
Cl 0.2627 -7.2467 -0.7800 0.0 0.0 0.0
C 0.1728 -4.6707 -1.5319 0.0 0.1 -0.1
Cl -0.5165 -5.1531 -3.0195 0.0 0.0 0.0
O -0.3285 1.5310 1.4374 0.0 0.0 -0.1
C -1.0733 1.1670 0.5543 0.1 0.1 0.0
N -2.2375 1.7810 0.2345 0.0 0.0 0.0
C -3.0207 1.0445 -0.7256 0.0 0.0 0.0
C -1.9802 -0.0068 -1.1583 0.0 -0.2 -0.3
O -2.1581 -0.7484 -2.0943 0.2 -0.2 0.1
N -0.8728 0.0788 -0.3387 0.0 -0.1 0.7
C -4.2351 0.3748 -0.0708 0.0 -0.1 0.0
C -4.9989 1.1218 0.8219 0.0 0.0 0.0
C -6.1186 0.5761 1.4251 0.0 0.0 0.0
C -6.4933 -0.7304 1.1421 0.0 0.0 0.0
C -5.7457 -1.4743 0.2448 0.0 0.0 0.0
C -4.6230 -0.9266 -0.3637 0.0 0.0 0.0
C -3.4711 1.9116 -1.8995 0.0 0.0 0.0
C -4.0011 1.3301 -3.0488 0.0 0.0 0.0
C -4.4683 2.1276 -4.0804 0.0 0.0 0.0
C -4.4261 3.5117 -3.9774 0.0 0.0 0.0
C -3.9039 4.0945 -2.8343 0.0 0.0 0.0
C -3.4251 3.2977 -1.8030 0.1 0.0 0.0
H -2.6198 2.4333 0.8974 0.0 0.0 0.0
H -4.7437 2.1526 1.0398 0.0 0.0 0.0
H -6.7045 1.1745 2.1099 0.0 0.0 0.0
H -7.3636 -1.1620 1.6175 0.0 0.0 0.0
H -6.0349 -2.4901 0.0092 0.0 0.0 0.0
H -4.0581 -1.5191 -1.0701 0.0 0.0 0.0
H -4.0380 0.2546 -3.1413 0.0 0.0 0.0
H -4.8726 1.6637 -4.9704 0.0 0.0 0.0
H -4.7964 4.1299 -4.7840 0.0 0.0 0.0
H -3.8697 5.1716 -2.7383 0.0 0.0 0.0
H -3.0032 3.7737 -0.9278 0.0 0.0 0.0
```
Forces are in eV/Å.

[3]
# C36H33BN13O7W

C36H33BN13O7W as an isolated structure at a distorted geometry (wB97M-V/def2-TZVPD, the Open Molecules 2025 dataset).

Output
Charge = +2
Lowest unoccupied orbital energy (alpha / beta) = -7.3 / -7.2 eV
<S²> = 0.76
HOMO-LUMO gap (alpha / beta) = 6.38 / 6.57 eV
Multiplicity = 2
Strongest force on any atom = 5.6 eV/A
Relative energy (zero: lowest compared OMol25 entry of this formula, charge and spin) = 1.551 eV

XYZ file:
```
91
Properties=species:S:1:pos:R:3:forces:R:3
W 0.0145 0.1378 0.0355 1.2 1.4 0.7
C -0.1295 4.3471 1.2303 -0.1 -0.3 -0.3
C -0.6082 3.2828 0.4775 0.1 -0.1 -0.1
N 0.2942 2.2850 0.4673 0.0 0.3 0.2
N 1.3549 2.7125 1.1881 0.0 0.1 0.0
C 1.1200 3.9427 1.6624 -0.2 -0.3 -0.2
B 2.5920 1.7886 1.3693 0.1 0.2 0.0
N 2.1254 0.6203 2.2419 0.1 -0.3 0.4
C 2.4680 0.2206 3.4816 -0.3 -0.1 -0.4
C 1.6959 -0.8744 3.8153 -0.3 -0.1 -0.5
C 0.8726 -1.0928 2.7169 0.1 0.2 0.1
N 1.1258 -0.1767 1.7577 0.8 -0.1 1.5
N 2.9124 1.2402 -0.0510 0.1 0.1 0.3
C 4.0510 1.2608 -0.7597 -0.4 -0.2 0.0
C 3.8104 0.6862 -1.9935 -0.4 -0.1 0.1
C 2.4694 0.3262 -1.9647 0.1 0.0 -0.1
N 1.9310 0.6681 -0.7845 0.3 -0.2 -0.3
N 3.7351 2.5839 1.9003 0.2 0.5 -0.4
C 4.2473 3.7056 1.3161 0.3 0.3 0.0
C 5.2508 4.1789 2.1189 -0.1 0.0 -0.2
C 5.3027 3.2738 3.1937 -0.3 0.2 -0.6
N 4.3925 2.3441 3.0410 -0.1 -1.2 1.1
H -0.6177 5.2785 1.4276 -0.1 0.2 0.0
H -1.5255 3.1934 -0.0838 -0.1 -0.1 0.1
H 1.8421 4.4630 2.2572 0.2 0.0 0.1
H 3.2291 0.7412 4.0315 0.1 0.1 -0.1
H 1.7217 -1.4363 4.7251 0.0 -0.1 0.2
H 0.1141 -1.8478 2.5723 0.0 0.1 0.0
H 4.9587 1.6701 -0.3628 0.1 0.1 0.2
H 4.5079 0.5508 -2.7936 0.1 0.0 -0.2
H 1.8750 -0.1488 -2.7282 0.0 0.0 0.0
H 3.8730 4.0766 0.3831 -0.1 0.1 -0.2
H 5.8578 5.0442 1.9629 0.2 0.2 -0.1
H 5.9569 3.2686 4.0396 0.1 0.0 0.3
O -1.2301 -1.2821 0.2113 -0.4 -1.6 -0.1
N -1.0592 -2.5475 -0.1179 3.5 -0.7 -1.0
N 0.2077 -2.7258 -0.5368 -3.6 4.1 1.4
O 0.9628 -1.6047 -0.6679 -1.7 -1.6 0.5
C 0.7490 -3.9635 -0.6892 1.3 -2.8 -0.6
C 2.1296 -4.0917 -0.9483 -0.7 0.6 0.1
C 2.6830 -5.3442 -1.0613 -0.2 -0.7 0.0
C 1.8817 -6.4846 -0.9296 0.0 0.6 0.0
C 0.5134 -6.3555 -0.6799 0.4 -0.2 -0.1
C -0.0627 -5.1145 -0.5585 0.2 0.9 0.0
H 2.7243 -3.1944 -1.0361 0.1 0.0 0.0
H 3.7406 -5.4503 -1.2488 0.1 0.0 0.0
H 2.3205 -7.4653 -1.0220 0.0 -0.1 0.0
H -0.0945 -7.2410 -0.5861 -0.1 0.0 0.0
H -1.1154 -4.9915 -0.3693 -0.2 -0.1 0.0
O -1.9079 0.2002 -3.3531 1.2 0.6 0.7
C -0.9800 0.8373 -2.8894 -1.2 -0.5 -1.6
O -0.6597 0.7308 -1.5982 -0.5 0.3 -0.2
C -0.1253 1.7844 -3.6393 0.5 0.6 -0.1
C -0.0147 1.7106 -5.0315 -0.2 -0.2 0.6
C 0.8244 2.5754 -5.7046 0.4 0.5 -0.1
C 1.5242 3.5476 -4.9915 -1.0 -1.1 0.9
C 1.4015 3.6523 -3.6062 0.2 0.2 -0.5
C 0.5941 2.7633 -2.9373 -0.4 -0.4 0.0
N 2.3950 4.4758 -5.6751 0.4 0.3 -0.3
O 2.5114 4.3430 -6.8714 0.1 0.1 -0.1
O 2.9429 5.3062 -4.9801 0.2 0.2 -0.2
H -0.5799 0.9631 -5.5658 0.0 -0.1 -0.1
H 0.9436 2.5085 -6.7750 0.0 0.1 -0.1
H 1.9368 4.4331 -3.0865 0.0 0.0 0.0
H 0.4894 2.8317 -1.8606 0.1 0.0 -0.2
C -5.8936 2.2971 1.9624 -0.6 0.3 0.4
N -4.7279 1.6766 1.3952 0.1 -0.2 -0.6
N -3.5514 1.4826 2.0648 0.7 -0.3 -0.4
C -2.6383 0.9710 1.1886 -0.8 0.2 -0.7
O -1.4145 0.7309 1.5159 0.5 -0.4 -0.5
C -3.2790 0.8327 -0.0509 -0.2 0.0 0.1
C -4.5744 1.2875 0.1165 0.5 -0.1 0.3
C -5.6420 1.3835 -0.9008 -0.2 0.1 -0.1
C -3.3463 1.6876 3.4504 0.0 0.1 0.8
C -2.1437 2.2492 3.8669 -0.1 0.1 -0.2
C -1.9109 2.4462 5.2155 -0.1 0.0 0.0
C -2.8739 2.0944 6.1486 0.0 0.0 0.0
C -4.0560 1.5038 5.7320 0.0 0.0 0.0
C -4.2959 1.2887 4.3853 0.1 0.0 -0.1
H -5.6030 3.0097 2.7345 0.0 -0.1 -0.1
H -6.5716 1.5546 2.3911 0.1 0.1 0.0
H -6.4196 2.8317 1.1707 0.1 0.0 0.1
H -2.8647 0.4051 -0.9512 -0.2 0.1 0.1
H -5.3644 0.7827 -1.7626 0.0 0.0 0.0
H -5.7616 2.4178 -1.2299 -0.1 0.0 0.0
H -6.5976 1.0268 -0.5223 -0.1 0.0 0.0
H -1.4023 2.5247 3.1336 0.0 0.1 0.0
H -0.9790 2.8820 5.5394 0.1 0.1 0.0
H -2.7023 2.2741 7.1983 0.0 0.0 0.1
H -4.7916 1.1967 6.4600 -0.1 0.0 0.0
H -5.2072 0.8015 4.0790 -0.1 -0.1 -0.1
```
Forces are in eV/Å.

The highest strongest force on any atom belongs to which entry?
C36H33BN13O7W

Which value of multiplicity does entry 2 give?
1